(1)
The following is a quantum chemistry calculation of C16H25NO as an isolated structure, from the Open Molecules 2025 dataset.

Positions of all 43 atoms, in Å:
1 H 0.80 -3.38 -0.64
2 H -0.29 0.58 -1.28
3 C 2.62 1.53 -0.89
4 H 2.60 -2.53 0.81
5 H 0.12 -2.75 1.53
6 H -4.44 -1.12 1.60
7 C -3.29 0.28 0.15
8 C 3.86 2.09 -0.05
9 H -5.60 -0.33 0.22
10 H 3.78 3.07 0.22
11 C 2.72 -0.09 -1.14
12 C -3.49 1.72 0.44
13 C -2.31 -0.20 -0.24
14 H -2.88 3.66 0.51
15 N 2.43 -0.66 0.18
16 C 2.30 -2.08 -0.27
17 C -1.30 0.80 -0.60
18 C 3.53 -0.32 0.88
19 H 4.55 -0.49 0.61
20 H 4.74 1.59 -0.43
21 H 2.56 1.48 1.93
22 H 2.94 -2.48 -1.05
23 C -1.45 2.03 -0.49
24 H 2.70 2.06 -1.81
25 C -1.60 -2.20 0.20
26 C -0.04 -2.07 0.66
27 H -1.66 -3.05 -0.04
28 H 3.67 -0.09 -1.72
29 H 3.30 -0.79 2.05
30 H 4.38 1.56 1.76
31 C 3.55 1.22 1.41
32 O -2.00 -1.37 -0.89
33 H 1.72 2.02 -0.58
34 H 0.02 -0.77 0.94
35 C -4.47 -0.72 0.48
36 C 0.75 -2.30 -0.58
37 H 0.56 -2.06 -1.49
38 H -4.71 2.05 1.00
39 C -2.62 2.55 0.21
40 H 1.93 -0.25 -1.82
41 H -4.52 -1.52 0.00
42 H -2.21 -2.15 1.18
43 H -0.72 2.97 -0.27

**Gap between HOMO and LUMO**: 9.8 eV



(2)
The following is a quantum chemistry calculation of an isolated molecule of C16H25NO, from the Open Molecules 2025 dataset.

Positions of all 43 atoms, in Å:
1 H 3.93 -2.39 -1.04
2 H 3.36 -2.47 1.37
3 H 5.13 -0.43 -1.97
4 C 4.41 -1.69 -0.36
5 O -2.12 1.02 0.63
6 H 4.06 -0.86 1.59
7 H 1.62 -0.72 1.41
8 C -3.78 0.58 -1.11
9 C 3.19 0.26 -1.34
10 H 2.66 -0.40 -2.06
11 H 0.18 0.89 1.56
12 H -2.49 2.94 -0.06
13 H -2.66 -0.58 2.66
14 C -0.48 2.74 0.73
15 H 5.10 0.35 -0.38
16 H 1.65 -1.55 -0.16
17 H 5.38 -2.09 -0.09
18 H 1.42 2.15 1.52
19 C -3.07 0.24 0.04
20 C -3.32 -0.99 0.67
21 H -1.40 1.95 -1.07
22 H -5.71 -2.17 -1.41
23 H 1.41 1.98 -1.01
24 C 0.61 1.70 0.96
25 H 0.44 0.50 -0.85
26 N 2.43 0.42 -0.12
27 H -5.26 -0.01 -2.52
28 H -3.60 1.52 -1.60
29 H -0.09 3.59 0.17
30 C 3.54 -1.51 0.89
31 C -2.54 -1.35 1.90
32 H -2.86 -2.30 2.30
33 H -1.47 -1.41 1.66
34 C 2.21 -0.87 0.51
35 C -4.27 -1.84 0.13
36 H -4.46 -2.78 0.62
37 C -1.68 2.19 -0.03
38 C 4.56 -0.33 -1.04
39 C 1.18 1.14 -0.34
40 C -4.97 -1.50 -1.01
41 C -4.72 -0.29 -1.63
42 H -0.83 3.10 1.70
43 H 3.31 1.24 -1.81

**Structure (SMILES)**: Cc1ccccc1OCCCCN1CCCCC1
**Gap between HOMO and LUMO**: 9.3 eV



Energies relative to the most stable structure are (1) 1420.1; (2) 0.0, reported in kJ/mol.



(1)
The following is a quantum chemistry calculation of an isolated molecule of C3H6N2, from the Open Molecules 2025 dataset.

Positions of all 11 atoms, in Å:
1 C -0.90 0.72 -0.06
2 H 2.89 -0.31 0.36
3 H -1.42 1.40 -0.74
4 H -2.21 -1.08 -0.41
5 C 1.92 0.04 -0.04
6 H -1.17 -1.16 1.08
7 N 1.01 -0.83 -0.18
8 C -1.37 -0.69 0.12
9 H 1.83 1.13 -0.23
10 N -0.21 -0.40 -0.68
11 H -0.37 1.17 0.79

**Structure (SMILES)**: C=NN1CC1
**Gap between HOMO and LUMO**: 10.3 eV



(2)
The following is a quantum chemistry calculation of a 2-piece molecular cluster, C3H6N2 overall, from the Open Molecules 2025 dataset.

Positions of all 11 atoms, in Å:
1 H 1.93 -0.93 0.42
2 N -2.15 -1.13 0.72
3 C -3.27 -1.48 0.66
4 H 0.68 2.10 -0.60
5 H -0.95 1.86 0.30
6 H 1.13 -1.17 -1.13
7 N 0.22 0.21 0.12
8 H 2.12 0.30 -0.87
9 H -1.20 -0.75 0.66
10 C 1.43 -0.41 -0.40
11 C -0.01 1.43 -0.07

**Gap between HOMO and LUMO**: 11.4 eV



(3)
The following is a quantum chemistry calculation of a 2-piece molecular cluster, C3H6N2 overall, from the Open Molecules 2025 dataset.

Positions of all 11 atoms, in Å:
1 H -2.57 1.68 -1.93
2 C 0.87 -0.64 1.57
3 H -1.04 2.35 -2.70
4 C -0.79 1.15 -1.00
5 N 1.21 -1.85 1.13
6 H 0.48 -2.55 1.07
7 C -1.51 1.82 -1.90
8 N -0.20 0.33 -0.38
9 H 1.60 0.15 1.52
10 H 1.96 -1.93 0.46
11 H -0.01 -0.51 2.16

**Gap between HOMO and LUMO (alpha / beta)**: 6.0 / 5.4 eV



(4)
The following is a quantum chemistry calculation of an isolated molecule of C3H6N2, from the Open Molecules 2025 dataset.

Positions of all 11 atoms, in Å:
1 H -0.16 1.11 0.53
2 H -1.71 1.48 -1.36
3 H 0.81 -0.77 2.33
4 C -1.19 0.55 -1.19
5 C 1.28 -0.66 1.37
6 C 1.12 -1.67 0.17
7 H 2.27 -0.11 1.47
8 N 0.59 -0.50 0.16
9 N -0.05 0.59 -0.34
10 H -2.03 -0.09 -0.99
11 H -0.93 0.07 -2.15

**Gap between HOMO and LUMO**: 9.9 eV



Energies relative to the most stable structure are (1) 76.6; (2) 0.0; (3) 182.6; (4) 316.8, reported in kJ/mol.



(1)
The following is a quantum chemistry calculation of an isolated molecule of C3H6N2, from the Open Molecules 2025 dataset.

Positions of all 11 atoms, in Å:
1 C 1.21 -0.12 0.18
2 H 1.86 0.74 0.02
3 N -0.93 -1.05 0.08
4 H 0.00 -0.05 -1.55
5 C -0.77 1.38 -0.25
6 H -0.64 -1.13 1.05
7 C -0.16 0.05 -0.47
8 H 1.64 -1.02 -0.27
9 N -1.31 2.39 -0.10
10 H 1.04 -0.33 1.24
11 H -1.93 -0.88 0.06

**Structure (SMILES)**: C[C@@H](N)C#N
**Gap between HOMO and LUMO**: 11.3 eV



(2)
The following is a quantum chemistry calculation of an isolated molecule of C3H6N2, from the Open Molecules 2025 dataset.

Positions of all 11 atoms, in Å:
1 N -1.02 2.11 -0.66
2 N -0.96 -1.06 0.63
3 C -0.59 1.12 -0.08
4 H 1.66 -0.37 1.24
5 C 1.36 -0.26 0.19
6 H 1.64 -1.18 -0.34
7 H 1.92 0.58 -0.24
8 H -1.04 1.79 -1.69
9 C -0.11 -0.06 0.14
10 H -1.92 -0.77 0.76
11 H -0.93 -1.89 0.05

**Structure (SMILES)**: CC(N)=C=N
**Gap between HOMO and LUMO**: 8.7 eV



Energies relative to the most stable structure are (1) 0.0; (2) 134.3, reported in kJ/mol.



(1)
The following is a quantum chemistry calculation of an isolated molecule of C3H6N2, from the Open Molecules 2025 dataset.

Positions of all 11 atoms, in Å:
1 H -0.46 1.67 0.35
2 H 1.14 2.60 1.06
3 C -0.66 -0.64 -1.48
4 C -0.59 -0.97 -0.24
5 C 0.35 -0.49 0.80
6 N 0.80 0.71 1.27
7 H -1.02 -1.42 -2.36
8 H 0.44 -1.26 1.66
9 H -0.69 -2.07 0.29
10 N 0.69 1.75 0.37
11 H 0.00 0.11 -1.74

**Structure (SMILES)**: C=C/C=N\N
**Gap between HOMO and LUMO**: 9.1 eV



(2)
The following is a quantum chemistry calculation of an isolated molecule of C3H6N2, from the Open Molecules 2025 dataset.

Positions of all 11 atoms, in Å:
1 N 2.09 0.32 0.23
2 C 1.23 -0.38 -0.42
3 H -1.47 -1.29 0.79
4 H -0.43 -0.09 1.55
5 H 1.45 1.13 0.44
6 H -0.70 1.79 -0.26
7 H 1.72 -1.38 -0.72
8 N -0.02 -0.57 -0.56
9 C -1.10 0.67 -0.34
10 H -1.87 0.24 -1.35
11 C -0.91 -0.45 0.64

**Structure (SMILES)**: [H]/N=C\N1CC1
**Gap between HOMO and LUMO**: 10.7 eV



(3)
The following is a quantum chemistry calculation of an isolated molecule of C3H6N2, from the Open Molecules 2025 dataset.

Positions of all 11 atoms, in Å:
1 C -2.07 -0.13 -0.15
2 H -1.97 -0.38 -1.15
3 N -0.93 0.17 0.35
4 H -2.85 -0.02 0.64
5 C 1.30 -0.71 0.23
6 H 1.59 1.31 -0.84
7 H 2.21 -1.34 -0.27
8 N 0.13 -0.41 -0.47
9 H 0.50 1.37 0.56
10 H 0.94 -0.66 1.21
11 C 1.14 0.80 -0.11

**Structure (SMILES)**: C=NN1CC1
**Gap between HOMO and LUMO**: 10.5 eV



(4)
The following is a quantum chemistry calculation of an isolated molecule of C3H6N2, from the Open Molecules 2025 dataset.

Positions of all 11 atoms, in Å:
1 C -0.52 0.69 0.44
2 N -0.94 -0.76 0.61
3 H -0.46 1.11 1.44
4 H -1.53 -1.16 1.41
5 H 1.72 0.54 0.38
6 C 0.80 0.56 -0.35
7 C 0.48 -0.90 -0.95
8 H 1.03 1.48 -0.95
9 H -1.25 1.32 -0.06
10 H 1.04 -1.31 -1.74
11 N -0.37 -1.57 -0.22

**Structure (SMILES)**: C1=NNCC1
**Gap between HOMO and LUMO**: 9.0 eV



Energies relative to the most stable structure are (1) 292.4; (2) 241.0; (3) 303.5; (4) 0.0, reported in kJ/mol.